(1)
Cl2H3N3 | ωB97M-V/def2-TZVPD

Last column: Löwdin charge in e.
Element x y z (Å)
N (-1.342, 0.011, -0.138)  0.009
N (-0.202, 0.681, 0.156)  -0.329
N (0.824, 0.401, -0.550)  -0.626
Cl (2.220, 1.185, 0.107)  0.587
Cl (1.090, -1.785, -0.202)  -0.005
H (-1.091, -0.371, -1.151)  0.133
H (-1.482, -0.729, 0.610)  0.106
H (-0.017, 0.607, 1.167)  0.127

Properties
**LUMO level (alpha / beta)**: -1.1272 / -1.1278 eV
**2S+1**: 1
**HOMO-LUMO gap (alpha / beta)**: 8.25 / 8.25 eV
**Energy**: -29559.5171 eV
**HOMO (alpha / beta)**: -9.38 / -9.37 eV
**Molecular weight**: 116.0 g/mol
**Strongest force on any atom**: 3.15 eV Å⁻¹

=====

(2)
Cl2H3PSi | ωB97M-V/def2-TZVPD

Last column: Löwdin charge in e.
Element x y z (Å)
Si (-2.295, 0.136, 0.330)  -0.358
P (0.826, 1.009, -1.039)  0.479
Cl (-3.036, -1.509, -0.457)  0.266
Cl (-3.494, 1.634, -0.035)  0.294
H (-1.780, -0.315, 1.495)  -0.148
H (1.089, -0.304, -0.825)  -0.320
H (1.625, 1.173, 0.210)  -0.212

Properties
**LUMO level (alpha / beta)**: -0.7689 / -1.0437 eV
**2S+1**: 1
**HOMO-LUMO gap (alpha / beta)**: 7.60 / 6.69 eV
**Energy**: -42258.9875 eV
**HOMO (alpha / beta)**: -8.37 / -7.74 eV
**Molecular weight**: 133.0 g/mol
**Strongest force on any atom**: 3.69 eV Å⁻¹

=====

(3)
Cl2K3O8 | ωB97M-V/def2-TZVPD

Last column: Löwdin charge in e.
Element x y z (Å)
K (2.902, -25.783, -25.634)  0.983
K (-0.376, -27.708, -18.959)  0.952
K (-1.841, -25.122, -22.301)  0.995
Cl (1.526, -27.200, -21.752)  0.587
O (2.253, -26.650, -22.859)  -0.381
O (0.091, -26.890, -21.722)  -0.550
O (1.723, -28.538, -21.835)  -0.255
O (1.978, -26.788, -20.482)  -0.354
Cl (3.996, -27.395, -17.227)  0.668
O (4.984, -26.825, -18.098)  -0.137
O (3.767, -26.581, -16.115)  -0.210
O (2.783, -27.652, -17.735)  -0.261
O (4.611, -28.754, -16.935)  -0.037

Properties
**LUMO level (alpha / beta)**: -6.6330 / -8.8414 eV
**2S+1**: 2
**HOMO-LUMO gap (alpha / beta)**: 9.57 / 7.35 eV
**Energy**: -90370.0832 eV
**HOMO (alpha / beta)**: -16.20 / -16.19 eV
**Molecular weight**: 316.2 g/mol
**Strongest force on any atom**: 7.04 eV Å⁻¹
**Charge**: +2

=====

(4)
Cl2N3O17 | ωB97M-V/def2-TZVPD

Last column: Löwdin charge in e.
Element x y z (Å)
N (-9.950, -0.476, 3.226)  -0.730
O (-8.891, -0.581, 2.611)  -0.073
O (-10.534, -1.494, 3.244)  -0.078
O (-10.404, 0.543, 3.782)  -0.119
N (5.075, -4.475, 0.983)  -0.698
O (5.311, -5.490, 0.344)  -0.112
O (4.913, -3.340, 0.567)  -0.053
O (4.706, -4.610, 2.170)  -0.138
N (-0.729, 2.425, -7.905)  -0.692
O (-0.102, 2.192, -8.865)  -0.066
O (-0.258, 2.045, -6.838)  -0.061
O (-1.763, 3.232, -7.978)  -0.181
Cl (-1.365, -1.197, 0.218)  0.547
O (-2.577, -1.064, 0.976)  -0.388
O (-0.123, -0.863, 0.817)  -0.356
O (-1.221, -2.585, 0.125)  -0.434
O (-1.449, -0.796, -1.134)  -0.369
Cl (5.858, 3.267, 2.706)  0.540
O (6.827, 2.989, 1.738)  -0.371
O (6.110, 4.552, 3.144)  -0.415
O (4.579, 3.243, 2.120)  -0.344
O (5.988, 2.484, 3.945)  -0.410

Properties
**LUMO level**: 9.2037 eV
**2S+1**: 1
**HOMO-LUMO gap**: 7.01 eV
**Energy**: -64289.7681 eV
**HOMO**: 2.19 eV
**Molecular weight**: 384.9 g/mol
**Strongest force on any atom**: 7.46 eV Å⁻¹
**Charge**: -5

=====

(5)
Cl2NO4P | ωB97M-V/def2-TZVPD

Last column: Löwdin charge in e.
Element x y z (Å)
N (-1.959, -0.026, 0.871)  -0.998
O (1.449, -0.300, -1.750)  -0.437
O (1.637, 1.390, 0.198)  -0.288
O (1.849, -1.112, 0.696)  -0.434
O (0.003, 0.805, 0.430)  -0.358
P (1.351, -0.067, -0.252)  0.047
Cl (-1.268, -1.413, 0.067)  0.306
Cl (-3.060, 0.723, -0.260)  0.162

Properties
**LUMO level (alpha / beta)**: 6.1021 / 6.1021 eV
**2S+1**: 1
**HOMO-LUMO gap (alpha / beta)**: 5.74 / 5.74 eV
**Energy**: -44010.3992 eV
**HOMO (alpha / beta)**: 0.36 / 0.36 eV
**Molecular weight**: 179.9 g/mol
**Strongest force on any atom**: 1.82 eV Å⁻¹
**Charge**: -2

=====

(6)
Cl2O2S2 | ωB97M-V/def2-TZVPD

Last column: Löwdin charge in e.
Element x y z (Å)
O (-0.467, 0.861, 1.955)  -0.541
O (-1.905, -0.135, -1.358)  -0.566
S (0.383, 0.560, 0.816)  0.407
S (-0.622, -0.694, -0.918)  0.458
Cl (1.764, -1.071, 1.383)  0.084
Cl (0.847, 0.478, -1.878)  0.157

Properties
**LUMO level**: -1.4402 eV
**2S+1**: 1
**HOMO-LUMO gap**: 8.59 eV
**Energy**: -50808.5964 eV
**HOMO**: -10.03 eV
**Molecular weight**: 167.0 g/mol
**Strongest force on any atom**: 1.58 eV Å⁻¹

=====

(7)
Cl2O2S2 | ωB97M-V/def2-TZVPD

Last column: Löwdin charge in e.
Element x y z (Å)
O (0.829, -1.075, 0.629)  -0.623
O (-1.300, 1.793, -2.002)  -0.591
S (1.476, -2.350, 0.923)  0.543
S (-0.982, 1.820, -0.589)  0.582
Cl (0.113, -3.953, 1.043)  0.077
Cl (-0.137, 3.765, -0.004)  0.013

Properties
**LUMO level (alpha / beta)**: -1.6364 / -1.9317 eV
**2S+1**: 1
**HOMO-LUMO gap (alpha / beta)**: 8.12 / 7.59 eV
**Energy**: -50808.3673 eV
**HOMO (alpha / beta)**: -9.76 / -9.52 eV
**Molecular weight**: 167.0 g/mol
**Strongest force on any atom**: 1.63 eV Å⁻¹

=====

(8)
Cl2O8Pb3 | ωB97M-V/def2-TZVPD

Last column: Löwdin charge in e.
Element x y z (Å)
Pb (-2.541, -1.366, -2.382)  1.965
Pb (-3.802, 2.507, 3.258)  1.993
Pb (2.631, 1.518, 1.658)  1.886
Cl (-0.998, 0.655, 0.740)  0.696
O (-2.036, 1.519, 1.377)  -0.549
O (-1.321, 0.290, -0.619)  -0.510
O (0.201, 1.459, 0.504)  -0.494
O (-0.675, -0.451, 1.558)  -0.249
Cl (1.681, -1.247, -1.219)  0.659
O (2.517, -2.339, -1.532)  -0.217
O (0.970, -0.767, -2.368)  -0.349
O (0.798, -1.670, -0.182)  -0.365
O (2.576, -0.107, -0.793)  -0.466

Properties
**LUMO level**: -16.7542 eV
**2S+1**: 1
**HOMO-LUMO gap**: 3.58 eV
**Energy**: -57101.6086 eV
**HOMO**: -20.33 eV
**Molecular weight**: 820.5 g/mol
**Strongest force on any atom**: 3.11 eV Å⁻¹
**Charge**: +4

=====

(9)
Cl3FO12Sr3 | ωB97M-V/def2-TZVPD

Last column: Löwdin charge in e.
Element x y z (Å)
Sr (-1.863, 0.431, 3.451)  1.877
Sr (3.644, 2.825, -0.833)  1.809
Sr (1.847, -3.051, -1.365)  1.780
F (0.367, 0.443, 0.701)  -0.831
Cl (-1.317, 5.083, 0.713)  0.506
O (-2.327, 4.164, 0.497)  -0.346
O (-0.539, 4.548, 1.813)  -0.439
O (-0.445, 5.005, -0.355)  -0.380
O (-1.737, 6.376, 0.828)  -0.264
Cl (-1.432, -0.372, -4.924)  0.727
O (-0.239, 0.444, -5.111)  -0.385
O (-1.784, 0.122, -3.570)  -0.406
O (-2.617, 0.162, -5.637)  -0.306
O (-1.209, -1.892, -4.868)  -0.420
Cl (1.948, -4.854, 3.638)  0.538
O (2.260, -4.798, 5.031)  -0.361
O (0.613, -5.332, 3.841)  -0.367
O (2.019, -3.552, 3.084)  -0.419
O (2.811, -5.751, 3.067)  -0.310

Properties
**LUMO level**: -10.1203 eV
**2S+1**: 1
**HOMO-LUMO gap**: 1.94 eV
**Energy**: -67310.2894 eV
**HOMO**: -12.06 eV
**Molecular weight**: 580.2 g/mol
**Strongest force on any atom**: 8.71 eV Å⁻¹
**Charge**: +2

=====

(10)
Cl3H3OSi2 | ωB97M-V/def2-TZVPD

Last column: Löwdin charge in e.
Element x y z (Å)
O (-0.728, 0.262, 1.136)  -0.509
Si (-0.362, 0.602, 2.684)  0.735
Si (0.176, -0.395, -2.019)  -0.343
Cl (0.201, -2.609, -1.599)  0.057
Cl (-1.660, 0.014, -2.774)  0.292
Cl (1.808, -0.022, -3.491)  0.072
H (0.918, 0.089, -0.915)  -0.093
H (0.815, 1.216, 3.199)  -0.096
H (-1.169, 0.843, 3.778)  -0.115

Properties
**LUMO level**: -1.2989 eV
**2S+1**: 1
**HOMO-LUMO gap**: 9.56 eV
**Structure (SMILES)**: Cl[SiH](Cl)Cl.O=[SiH2]
**Energy**: -55420.6544 eV
**HOMO**: -10.86 eV
**Molecular weight**: 181.6 g/mol
**Strongest force on any atom**: 5.82 eV Å⁻¹

=====

(11)
Cl3H3Si2 | ωB97M-V/def2-TZVPD

Last column: Löwdin charge in e.
Element x y z (Å)
Si (-0.476, -1.851, -1.196)  0.030
Si (-2.078, -0.401, 0.033)  -0.271
Cl (-4.060, -0.373, 0.666)  0.163
Cl (-2.350, 1.252, -1.221)  0.135
Cl (0.765, -2.572, 0.198)  0.219
H (-0.351, -2.598, -2.495)  -0.081
H (0.120, -0.664, -1.848)  -0.107
H (-1.409, 0.224, 1.152)  -0.088

Properties
**LUMO level**: -0.3529 eV
**2S+1**: 1
**HOMO-LUMO gap**: 10.10 eV
**Structure (SMILES)**: Cl[SiH2][SiH](Cl)Cl
**Energy**: -53373.6568 eV
**HOMO**: -10.45 eV
**Molecular weight**: 165.6 g/mol
**Strongest force on any atom**: 1.97 eV Å⁻¹

=====

(12)
Cl3H5Si3 | ωB97M-V/def2-TZVPD

Last column: Löwdin charge in e.
Element x y z (Å)
Si (2.281, 0.958, -0.498)  0.633
Si (0.020, -1.344, 0.560)  0.409
Si (-1.894, -0.216, 0.212)  -0.932
Cl (-2.281, -0.712, -1.705)  0.257
Cl (-1.658, 1.914, 0.143)  0.127
Cl (-3.644, -0.262, 1.163)  0.279
H (3.036, 1.299, 0.760)  -0.124
H (1.217, 1.931, -0.508)  -0.210
H (2.607, 0.808, -1.933)  -0.138
H (-0.515, -2.630, 0.090)  -0.141
H (0.832, -1.745, 1.717)  -0.161

Properties
**LUMO level**: -1.5551 eV
**2S+1**: 1
**HOMO-LUMO gap**: 6.85 eV
**Energy**: -61281.6001 eV
**HOMO**: -8.40 eV
**Molecular weight**: 195.7 g/mol
**Strongest force on any atom**: 2.66 eV Å⁻¹

=====

(13)
Cl3HN2 | ωB97M-V/def2-TZVPD

Last column: Löwdin charge in e.
Element x y z (Å)
N (-0.599, 0.565, -0.495)  -0.467
N (0.567, -0.410, 0.364)  -0.971
Cl (-1.708, -0.518, -1.263)  0.517
Cl (-0.202, -1.003, 1.857)  0.452
Cl (1.887, 0.625, 0.723)  0.518
H (0.055, 0.741, -1.186)  -0.050

Properties
**LUMO level**: -0.6160 eV
**2S+1**: 1
**HOMO-LUMO gap**: 9.34 eV
**Structure (SMILES)**: ClNN(Cl)Cl
**Energy**: -40558.9556 eV
**HOMO**: -9.96 eV
**Molecular weight**: 135.4 g/mol
**Strongest force on any atom**: 3.92 eV Å⁻¹

=====

(14)
Cl3O12Pb3 | ωB97M-V/def2-TZVPD

Last column: Löwdin charge in e.
Element x y z (Å)
Pb (-24.926, -10.867, 4.226)  1.907
Pb (-25.278, -16.415, 4.766)  1.903
Pb (-20.253, -13.355, 7.918)  1.944
Cl (-23.744, -14.985, 0.753)  0.654
O (-24.765, -14.858, -0.211)  -0.269
O (-22.636, -15.739, 0.222)  -0.282
O (-23.115, -13.742, 1.177)  -0.381
O (-24.332, -15.596, 1.945)  -0.507
Cl (-25.457, -13.115, 7.189)  0.644
O (-24.901, -14.436, 6.949)  -0.457
O (-26.719, -12.833, 6.571)  -0.319
O (-25.651, -13.050, 8.601)  -0.245
O (-24.532, -12.046, 6.764)  -0.506
Cl (-22.406, -13.842, 4.500)  0.702
O (-23.573, -14.693, 4.391)  -0.577
O (-21.369, -14.103, 3.591)  -0.170
O (-22.826, -12.466, 4.307)  -0.495
O (-21.782, -14.135, 5.805)  -0.546

Properties
**LUMO level**: -14.1994 eV
**2S+1**: 1
**HOMO-LUMO gap**: 1.82 eV
**Energy**: -77820.5119 eV
**HOMO**: -16.02 eV
**Molecular weight**: 919.9 g/mol
**Strongest force on any atom**: 4.98 eV Å⁻¹
**Charge**: +3

=====

(15)
Cl3O12Tl | ωB97M-V/def2-TZVPD

Last column: Löwdin charge in e.
Element x y z (Å)
Tl (-2.043, 0.737, 0.102)  1.259
Cl (0.710, 2.313, 1.164)  0.753
O (2.141, 2.330, 1.214)  -0.226
O (0.031, 2.415, 2.451)  -0.257
O (0.327, 3.552, 0.457)  -0.255
O (0.165, 1.275, 0.320)  -0.496
Cl (0.136, -1.111, 0.931)  0.748
O (-0.055, -2.544, 1.327)  -0.176
O (-0.542, -0.439, 2.075)  -0.259
O (1.490, -0.745, 1.048)  -0.159
O (-0.372, -0.364, -0.069)  -0.722
Cl (-0.346, -1.392, -2.223)  0.651
O (-0.786, -1.688, -3.526)  -0.167
O (-0.205, -0.062, -1.828)  -0.229
O (-1.377, -1.990, -1.496)  -0.263
O (0.726, -2.288, -1.948)  -0.202

Properties
**LUMO level**: -7.5338 eV
**2S+1**: 1
**HOMO-LUMO gap**: 3.42 eV
**Energy**: -66791.4856 eV
**HOMO**: -10.95 eV
**Molecular weight**: 502.7 g/mol
**Strongest force on any atom**: 16.89 eV Å⁻¹

=====

(16)
Cl4N4 | ωB97M-V/def2-TZVPD

Last column: Löwdin charge in e.
Element x y z (Å)
N (-1.062, 0.725, -0.968)  0.102
N (-1.992, 0.615, -0.322)  -0.885
N (1.886, 0.375, -0.400)  -0.458
N (1.911, 0.196, 0.767)  -0.516
Cl (-2.094, 0.378, 1.523)  0.436
Cl (1.960, -1.011, -1.508)  0.443
Cl (-3.834, 0.752, -0.848)  0.374
Cl (2.059, -1.322, 1.605)  0.505

Properties
**LUMO level**: -2.4891 eV
**2S+1**: 1
**HOMO-LUMO gap**: 8.06 eV
**Energy**: -56043.9810 eV
**HOMO**: -10.55 eV
**Molecular weight**: 197.8 g/mol
**Strongest force on any atom**: 2.03 eV Å⁻¹